No. 1
Formula: C41H36CaClN10O4PS2
Source: the Open Molecules 2025 dataset
Level of theory: ωB97M-V/def2-TZVPD

Each line ends with the Löwdin charge.
Positions of all 96 atoms, in Å:
Ca1 -0.37468 -1.06837 0.49039  1.174
C1 -2.49088 -1.58606 -3.65656  -0.121
C2 -2.32248 -1.19243 -2.34349  -0.118
N1 -1.12533 -0.83914 -1.88424  0.045
C3 -0.08352 -0.90093 -2.70299  -0.208
C4 -0.27139 -1.31827 -4.02383  -0.077
N2 -1.46030 -1.64634 -4.50440  0.073
C5 1.26096 -0.58091 -2.12975  -0.283
C6 2.37754 -1.05248 -2.76450  -0.014
C7 3.61621 -0.95451 -2.05600  -0.179
C8 3.65935 -0.21849 -0.91757  0.033
C9 2.48845 0.52024 -0.47846  -0.222
N3 1.25269 0.08940 -0.95868  0.029
C10 2.63517 1.57897 0.38077  -0.174
C11 3.92915 2.05079 0.85426  -0.144
N4 4.20445 3.29331 1.05758  0.033
C12 3.15835 4.19878 0.83412  -0.176
C13 1.87922 3.79503 0.78341  -0.107
N5 1.55567 2.45272 0.75478  -0.055
C14 4.81228 -1.67441 -2.54264  -0.162
C15 6.09479 -1.14370 -2.42255  -0.017
C16 7.17825 -1.86567 -2.89184  -0.164
N6 7.08539 -3.06233 -3.47279  0.032
C17 5.85615 -3.56670 -3.58616  -0.163
C18 4.71034 -2.92529 -3.14937  -0.016
H1 -3.46267 -1.87190 -4.03904  0.099
H2 -3.14649 -1.17263 -1.64147  0.087
H3 0.55574 -1.37249 -4.71888  0.105
H4 2.32758 -1.59755 -3.69373  0.087
H5 4.57714 -0.16134 -0.34878  0.102
H6 4.72376 1.34441 1.08599  0.098
H7 3.42256 5.24647 0.79611  0.075
H8 1.04258 4.48759 0.79509  0.112
H9 6.24034 -0.16707 -1.97972  0.112
H10 8.18089 -1.45934 -2.80397  0.095
H11 5.78769 -4.54573 -4.04979  0.095
H12 3.74420 -3.40229 -3.25089  0.112
Cl1 -8.02070 0.64011 0.37530  0.576
C19 -6.30225 0.38609 0.63530  -0.684
C20 -5.87530 -0.66262 1.46062  -0.114
C21 -4.53924 -0.86741 1.67620  -0.043
C22 -3.53587 -0.04167 1.08320  -0.400
O1 -2.29934 -0.25299 1.32339  -0.248
C23 -4.00671 1.01373 0.24299  -0.140
C24 -3.12310 1.95195 -0.44371  -0.239
O2 -1.91344 2.00164 -0.41621  0.027
C25 -5.38276 1.20399 0.03982  -0.098
H13 -6.61203 -1.31377 1.91459  0.099
H14 -4.19253 -1.69273 2.28343  0.094
H15 -3.67978 2.71815 -1.03367  0.113
H16 -5.70987 2.01676 -0.60002  0.101
C26 0.45245 2.01897 1.57422  -0.133
C27 0.70036 1.82460 3.05348  -0.173
C28 -0.34932 1.31824 3.82230  -0.029
C29 -0.18644 1.09362 5.17269  -0.032
C30 1.04320 1.36831 5.77630  -0.241
C31 2.09984 1.85470 5.01273  -0.027
C32 1.92146 2.08682 3.65654  -0.010
C33 1.21243 1.14721 7.18777  -0.198
N7 1.34788 0.98553 8.31925  0.121
H17 -0.37244 2.72188 1.43332  0.127
H18 0.09085 1.08674 1.16428  0.042
H19 -1.28806 1.06793 3.33847  0.109
H20 -0.99691 0.69213 5.76753  0.113
H21 3.06852 2.02077 5.46360  0.106
H22 2.75753 2.45297 3.07363  0.101
N8 4.94493 0.22280 4.33661  0.079
C34 4.32204 -0.34731 3.53920  -0.435
N9 3.72931 -1.04939 2.60043  0.075
C35 2.45592 -1.08901 2.44129  -0.374
N10 1.31184 -1.22790 2.23723  0.054
C36 1.05455 -4.78876 2.74869  -0.075
C37 -0.36983 -4.53599 3.20777  -0.457
C38 -0.41898 -3.60122 4.40185  -0.047
O3 -1.20954 -3.91876 2.21144  -0.350
P1 -1.39117 -4.35528 0.66939  -0.203
S1 -3.16733 -3.69170 0.16621  0.285
S2 0.17070 -3.79132 -0.40750  0.240
O4 -1.30582 -5.97673 0.69993  -0.340
C39 -2.42309 -6.77849 1.10933  -0.509
C40 -1.87417 -7.91943 1.94740  -0.052
C41 -3.15009 -7.27794 -0.12616  -0.068
H23 1.62389 -5.20231 3.58434  0.082
H24 1.51582 -3.85302 2.43519  0.051
H25 1.08991 -5.48944 1.91598  0.055
H26 -0.84354 -5.48945 3.46754  0.116
H27 0.04686 -2.65071 4.13630  0.063
H28 0.12371 -4.03733 5.24248  0.079
H29 -1.45108 -3.41609 4.70174  0.079
H30 -3.10529 -6.16317 1.70365  0.115
H31 -1.16769 -8.50205 1.35273  0.083
H32 -2.68450 -8.57541 2.27177  0.077
H33 -1.35335 -7.54471 2.82815  0.064
H34 -2.46663 -7.86706 -0.74175  0.083
H35 -3.51267 -6.43211 -0.70780  0.042
H36 -3.99818 -7.90364 0.16202  0.077

Results
LUMO energy   3.796 eV
Total charge   -2
E_HOMO   -1.64 eV
Multiplicity   1
E   -4708.37993 a.u.
HOMO-LUMO gap   5.438 eV

No. 2
Formula: C41H37AsN3O2SY
Source: the Open Molecules 2025 dataset
Level of theory: ωB97M-V/def2-TZVPD

Each line ends with the Löwdin charge.
Positions of all 86 atoms, in Å:
Y1 -0.21231 -0.17534 -0.53739  1.303
C1 -2.10161 -1.12451 1.93141  -0.056
N1 -1.21327 -1.83711 0.98716  -0.289
C2 -1.99869 -2.86813 0.28842  -0.100
C3 -0.01627 -2.33580 1.64508  -0.201
C4 0.18030 -3.68206 1.91362  -0.023
C5 1.36240 -4.11482 2.49814  -0.086
C6 2.34853 -3.19298 2.80351  -0.082
C7 2.16687 -1.84482 2.53892  -0.034
C8 0.97903 -1.38190 1.96215  -0.244
N2 0.73324 -0.08041 1.53104  -0.089
C9 1.23645 1.04849 2.12596  -0.244
C10 1.86239 1.12572 3.38123  -0.023
C11 2.32457 2.33277 3.87843  -0.093
C12 2.16692 3.51049 3.16343  -0.102
C13 1.49810 3.46403 1.94749  -0.048
C14 1.03920 2.26422 1.43364  -0.226
N3 0.25651 2.21878 0.20069  -0.268
C15 -1.12788 2.65270 0.49473  -0.060
C16 0.81682 3.05702 -0.87232  -0.075
H1 -2.51238 -1.82977 2.66048  0.099
H2 -2.91710 -0.66854 1.36960  0.087
H3 -1.53516 -0.35569 2.45308  0.081
H4 -2.48179 -3.54815 0.99818  0.090
H5 -1.35840 -3.42796 -0.38912  0.066
H6 -2.76419 -2.36543 -0.30009  0.085
H7 -0.58418 -4.40096 1.65583  0.104
H8 1.51126 -5.16803 2.69514  0.101
H9 3.28625 -3.52526 3.23212  0.106
H10 2.97147 -1.14890 2.72991  0.099
H11 1.98112 0.23305 3.97738  0.100
H12 2.81270 2.35017 4.84537  0.103
H13 2.53257 4.45089 3.55306  0.097
H14 1.32783 4.38106 1.39689  0.107
H15 -1.13491 3.67554 0.88401  0.098
H16 -1.56042 1.99633 1.25304  0.092
H17 -1.72646 2.59584 -0.41346  0.081
H18 0.79498 4.12071 -0.61777  0.085
H19 0.23444 2.90321 -1.77765  0.075
H20 1.85016 2.76830 -1.06111  0.070
O1 -1.01862 1.10694 -2.38981  -0.094
C17 -1.98049 0.29105 -2.30828  -0.660
O2 -2.44867 -0.00463 -1.16107  -0.092
C18 -2.33432 -0.54510 -3.48898  -0.179
C19 -3.41906 -0.28869 -4.31143  -0.032
C20 -3.67529 -1.11967 -5.39257  -0.095
C21 -2.84020 -2.20250 -5.62970  -0.093
C22 -1.75904 -2.46129 -4.79925  -0.119
C23 -1.48207 -1.63804 -3.70843  -0.587
S1 -0.09386 -2.00260 -2.66184  0.570
H21 -4.06136 0.55959 -4.10848  0.116
H22 -4.51819 -0.92598 -6.04266  0.098
H23 -3.03123 -2.85800 -6.47035  0.100
H24 -1.11798 -3.31190 -4.99189  0.096
C24 4.42442 1.18816 -5.35978  -0.086
C25 5.31892 0.95734 -4.32108  -0.084
C26 4.85192 0.55270 -3.08029  -0.095
C27 3.48706 0.38026 -2.87886  -0.372
C28 2.58963 0.61503 -3.91464  -0.114
C29 3.06306 1.01640 -5.15739  -0.077
As1 2.76241 -0.20531 -1.18211  1.331
C30 3.50746 -1.98050 -0.94681  -0.300
C31 3.10866 -3.14228 -1.58918  -0.091
C32 3.74084 -4.33578 -1.26609  -0.074
C33 4.75103 -4.35797 -0.31255  -0.076
C34 5.14278 -3.19386 0.33085  -0.029
C35 4.51791 -1.99200 0.01686  -0.209
C36 4.81696 -0.67754 0.62001  -0.214
C37 5.75779 -0.44247 1.61820  -0.025
C38 5.94746 0.84449 2.09945  -0.070
C39 5.20777 1.90395 1.58912  -0.076
C40 4.26147 1.67717 0.59935  -0.088
C41 4.06396 0.39079 0.12393  -0.315
H25 4.79235 1.50254 -6.32809  0.102
H26 6.38155 1.09160 -4.47807  0.103
H27 5.54938 0.37261 -2.27018  0.105
H28 1.52529 0.47028 -3.76058  0.075
H29 2.36296 1.19246 -5.96381  0.106
H30 2.31816 -3.12439 -2.32914  0.040
H31 3.44242 -5.25197 -1.75908  0.104
H32 5.23637 -5.29395 -0.06632  0.103
H33 5.92927 -3.22681 1.07467  0.106
H34 6.34182 -1.25980 2.02262  0.106
H35 6.67730 1.02249 2.87890  0.104
H36 5.35667 2.90608 1.96916  0.106
H37 3.68367 2.51175 0.22546  0.092

Results
LUMO energy   0.425 eV
E_HOMO   -7.06 eV
Multiplicity   1
E   -4571.81358 a.u.
HOMO-LUMO gap   7.486 eV

No. 3
Formula: C41H37AsN7O10S3SbTa
Source: the Open Molecules 2025 dataset
Level of theory: ωB97M-V/def2-TZVPD

Each line ends with the Löwdin charge.
Positions of all 101 atoms, in Å:
Ta1 0.63496 0.29498 0.57996  1.650
C1 1.01015 0.44073 -6.14035  -0.001
C2 0.44178 -0.85162 -5.69325  -0.349
N1 -0.56525 -1.47132 -6.22483  0.122
N2 -0.72605 -2.57821 -5.44317  0.028
C3 0.15431 -2.66477 -4.43244  -0.811
S1 0.29731 -3.77977 -3.20015  0.661
N3 0.92252 -1.55725 -4.62352  -0.103
N4 1.91939 -1.13532 -3.73788  0.138
H1 0.45533 0.78784 -7.00779  0.086
H2 2.06145 0.33794 -6.41375  0.083
H3 0.94071 1.17957 -5.34027  0.084
H4 -1.47001 -3.22842 -5.62169  0.152
H5 1.99024 -1.88299 -3.04297  0.024
H6 2.79847 -1.12480 -4.24829  0.106
O1 0.67863 3.43985 0.05851  -0.264
As1 -0.92613 3.17775 0.75487  0.951
O2 -1.27399 4.40395 1.74570  -0.403
O3 -0.65838 1.59916 1.38236  -0.564
C4 -2.25617 2.95061 -0.60596  -0.231
C5 -3.17486 3.98959 -0.65369  -0.066
C6 -4.22988 3.95114 -1.55960  -0.038
C7 -4.36969 2.87625 -2.41796  -0.035
C8 -3.45572 1.82950 -2.37986  -0.032
C9 -2.40842 1.86557 -1.47427  -0.256
S2 -1.30321 0.48765 -1.50547  0.572
O4 0.08527 1.08616 -1.30441  -0.483
O5 -1.49791 -0.19430 -2.73155  -0.219
O6 -1.45093 -0.30832 -0.25784  -0.376
H7 0.89847 4.35100 0.31738  0.045
H8 -3.06420 4.81888 0.03345  0.108
H9 -4.93963 4.76676 -1.58660  0.118
H10 -5.18724 2.84340 -3.12498  0.119
H11 -3.54355 0.98971 -3.05457  0.120
N5 -2.13240 -4.08954 6.16850  0.203
C10 -1.71842 -3.42824 5.32698  -0.149
C11 -1.19481 -2.59690 4.27657  -0.186
C12 0.12917 -2.73281 3.87014  0.030
C13 0.59057 -1.91761 2.86240  -0.103
N6 -0.18202 -0.99836 2.26826  -0.071
C14 -1.45608 -0.86771 2.65790  -0.075
C15 -2.00048 -1.65166 3.65737  0.040
H12 0.78253 -3.46196 4.32599  0.137
H13 1.60908 -1.99597 2.50618  0.128
H14 -2.04146 -0.11773 2.14995  0.110
H15 -3.03364 -1.52288 3.94419  0.136
C16 1.76815 1.00173 2.34718  -0.296
H16 2.73671 0.53086 2.52256  -0.033
H17 1.16620 0.91899 3.25250  0.027
H18 1.90870 2.07330 2.17396  -0.024
S3 2.93389 0.62764 -0.43427  0.293
Sb1 4.33012 2.22274 0.52048  1.433
C17 3.71637 4.17965 0.92810  -0.365
C18 3.24428 4.51580 2.19258  -0.128
C19 2.78069 5.80278 2.42838  -0.055
C20 2.80134 6.74587 1.41107  -0.055
C21 3.29620 6.41359 0.15512  -0.062
C22 3.75324 5.12706 -0.09255  -0.128
C23 5.13369 1.40876 2.27686  -0.359
C24 5.02188 0.03870 2.48927  -0.151
C25 5.61239 -0.52641 3.61001  -0.061
C26 6.30544 0.27362 4.50860  -0.060
C27 6.41917 1.63925 4.28935  -0.063
C28 5.83638 2.21310 3.16828  -0.110
C29 5.88974 2.34558 -0.86946  -0.355
C30 6.65112 3.50287 -0.99220  -0.120
C31 7.71808 3.52687 -1.87970  -0.066
C32 8.02208 2.40081 -2.63040  -0.061
C33 7.26396 1.24471 -2.49938  -0.064
C34 6.19289 1.21225 -1.61957  -0.126
H19 3.21260 3.78049 2.98772  0.102
H20 2.39473 6.06420 3.40426  0.118
H21 2.43084 7.74507 1.59607  0.115
H22 3.32088 7.15434 -0.63333  0.115
H23 4.11571 4.86632 -1.08023  0.106
H24 4.47770 -0.58306 1.78600  0.083
H25 5.53527 -1.59224 3.77963  0.112
H26 6.76345 -0.17019 5.38254  0.113
H27 6.96495 2.25873 4.98845  0.113
H28 5.93912 3.27871 2.99776  0.104
H29 6.42745 4.38294 -0.40096  0.097
H30 8.31227 4.42523 -1.98101  0.112
H31 8.85573 2.42284 -3.31964  0.113
H32 7.50760 0.36610 -3.08184  0.113
H33 5.59834 0.31068 -1.52834  0.080
O7 2.87538 -2.38773 -0.89221  0.059
C35 1.78102 -2.56105 -0.43096  -0.559
O8 1.00213 -1.53270 -0.03192  -0.297
C36 1.23361 -3.89678 -0.05854  -0.188
C37 -0.05628 -4.03237 0.44520  -0.020
C38 -0.53349 -5.28314 0.79646  0.024
C39 0.30006 -6.37248 0.62646  -0.124
C40 1.57926 -6.26728 0.11197  0.029
C41 2.04628 -5.01150 -0.23275  0.006
N7 -0.20562 -7.71266 1.00270  -0.348
O9 -1.30416 -7.76839 1.51449  0.088
O10 0.52995 -8.65758 0.81674  0.093
H34 -0.70000 -3.16660 0.51708  0.115
H35 -1.53257 -5.42913 1.17881  0.125
H36 2.18002 -7.15501 -0.01540  0.126
H37 3.03485 -4.88163 -0.65006  0.129

Results
LUMO energy   -3.600 eV
Total charge   +1
E_HOMO   -9.68 eV
Multiplicity   1
E   -6447.69368 a.u.
HOMO-LUMO gap   6.082 eV